DFT (ωB97M-V with the def2-TZVPD basis set) results for a structure of composition C40H55BN10O4PS3Tl.

## Properties
calculated total energy = -112635.61029 eV
HOMO level = -7.530 eV
energy relative to the best compared isomer or geometry (same formula, charge and spin) = 16.7 kJ/mol
net charge = 0

Geometry (Å):
C (1.56342, 3.45264, 4.52900)
H (-2.65661, -4.42506, -2.88679)
N (-0.86017, -2.34917, -2.07870)
H (5.17335, 1.94308, -3.02628)
C (-2.29877, 1.51008, -3.59971)
H (4.05422, 0.06085, -1.71709)
H (2.52164, 4.38800, -0.55606)
S (2.73960, -0.78255, 0.62731)
C (-0.76168, -1.42435, 3.19949)
C (0.54662, -3.68816, -3.10755)
C (-0.78658, -3.36922, -2.95240)
H (0.11405, 2.51179, -4.59897)
H (5.93384, -0.44739, -3.28377)
P (4.26983, 0.60502, 1.06738)
C (-3.16538, -2.33851, 0.59122)
H (8.02099, -1.48147, 2.48325)
H (-1.75270, 2.27216, 1.81173)
H (-0.88811, 8.11005, -4.36564)
H (-4.05810, -3.82355, -0.67030)
H (5.50538, -2.26334, 0.66312)
C (-1.63466, 6.68295, -2.94951)
C (6.07796, -0.48711, -2.20324)
C (-1.95152, 3.79703, 3.29352)
H (-4.94326, -2.30019, -0.61144)
H (-2.14597, 4.53045, 2.51139)
H (-2.10658, 5.22734, -1.44342)
H (0.30107, -1.46708, 2.97937)
H (3.20926, -3.43233, -2.80083)
N (-2.24266, -1.65068, -0.10182)
H (2.15856, 4.22547, 4.03886)
C (5.89235, -1.17003, 2.48938)
H (4.47995, -2.73887, 2.02468)
C (-1.58472, -1.61491, 1.97201)
H (5.83281, -1.36707, 3.55983)
C (-0.64342, 7.44300, -3.54814)
C (7.30611, -0.73126, 2.14072)
H (-3.09232, -2.13052, -2.09690)
N (-2.05149, -0.16112, -2.19080)
H (-3.29434, -2.80385, 2.73888)
H (-4.41030, -0.97907, -3.66316)
H (-0.96458, -0.45783, 3.65814)
H (5.96422, -1.51980, -1.86870)
C (-2.94013, 0.44516, -3.00181)
N (-1.28057, -1.17876, 0.74113)
C (1.25023, -2.79752, -2.28660)
H (2.52327, 5.03474, 1.45807)
C (2.73258, -2.71976, -2.12950)
C (-1.32688, 5.82397, -1.89968)
N (0.38739, -1.99251, -1.66516)
C (-0.82783, 4.25120, 4.23701)
N (-1.40986, 2.56642, 2.71401)
C (1.68577, 5.66756, 1.72747)
S (4.15530, 2.51414, 1.44472)
H (1.09630, 1.96566, -3.22550)
H (1.43573, 3.70572, 5.58276)
C (-0.09932, 2.41788, 3.00811)
H (0.80835, 7.93384, 4.09559)
H (3.03565, -2.94251, -1.10783)
O (-1.79868, 3.77608, 0.24771)
C (0.38127, 4.80171, -0.27711)
C (-4.35747, -3.00208, -0.01797)
C (5.20688, 1.86533, -1.93781)
C (-4.35242, -0.01013, -3.16444)
H (4.39292, 2.45129, -1.51611)
H (7.53031, 0.22154, 2.62048)
C (-1.97283, -3.98926, -3.61615)
C (-2.78412, -2.33058, 1.91538)
C (0.13558, 2.38470, -3.51666)
H (-4.83914, -0.10584, -2.19240)
C (0.50621, 5.63206, 0.99396)
C (5.48360, -2.42654, 1.74105)
H (-1.63357, -4.77460, -4.28833)
H (7.40626, -0.60868, 1.06344)
H (6.18638, -3.22465, 1.98954)
H (-4.98688, -3.40163, 0.77429)
H (-1.49964, 6.37222, 0.84144)
Tl (0.46230, 0.05540, -0.28113)
H (1.44790, 7.93668, -3.55407)
N (-0.86038, 0.48894, -2.24137)
H (3.09396, -1.71821, -2.36168)
H (1.99316, 6.43652, -1.68542)
H (-2.65580, 6.75318, -3.30366)
H (6.15512, 2.26461, -1.57261)
C (0.72087, 7.28204, 3.23532)
C (-0.57785, 6.40766, 1.40661)
B (-2.13328, -1.59545, -1.63631)
C (1.30373, 2.72820, -0.66566)
C (-0.98731, 1.49351, -3.10335)
H (-2.70891, 2.19923, -4.32057)
H (0.03441, 3.37416, -3.07097)
O (2.07582, 1.82201, -1.01772)
H (-0.51812, 5.27982, 4.04888)
H (-1.10044, 4.15383, 5.29152)
C (5.06942, 0.41137, -1.51333)
C (0.97239, 6.49565, -2.04410)
C (1.79253, 6.50028, 2.83712)
O (5.31543, 0.26287, -0.10072)
C (-0.47292, 7.22111, 2.52369)
H (2.09535, 2.50824, 4.43843)
N (1.57730, 4.05056, -0.61392)
H (-1.32159, 7.81932, 2.83313)
H (7.09026, -0.15170, -1.97000)
H (2.72770, 6.54440, 3.38273)
H (-1.01199, -2.20651, 3.91623)
O (4.98158, -0.05026, 2.33615)
N (0.01138, 2.46634, -0.32728)
C (-0.01881, 5.72212, -1.44366)
H (-4.90121, 0.71780, -3.75797)
H (-2.52884, -3.25191, -4.19672)
S (0.92250, 1.24480, 2.37950)
H (0.96352, -4.45570, -3.73913)
H (-2.88018, 3.59174, 3.82367)
N (0.26228, 3.33439, 3.91390)
C (0.66522, 7.34848, -3.09154)
C (-0.63454, 3.62580, -0.09685)

Atomic forces in eV per Å
0.03 -0.07 -0.07
-0.01 -0.01 -0.02
-0.11 -0.11 -0.06
0.01 -0.04 0.01
0.07 0.01 -0.02
-0.01 0.03 0.05
0.05 -0.03 -0.09
-0.26 0.20 0.16
-0.01 0.09 -0.04
0.08 0.00 -0.01
0.09 -0.03 -0.03
0.02 -0.01 0.00
0.02 -0.02 0.01
0.40 0.08 0.12
0.02 -0.02 0.07
-0.01 0.01 0.00
0.10 -0.05 -0.02
0.02 -0.02 0.01
-0.04 0.01 0.00
0.02 -0.01 0.00
0.04 0.01 -0.02
-0.08 -0.01 0.10
0.04 -0.04 -0.01
-0.02 -0.03 0.00
0.01 -0.05 -0.01
0.04 0.03 0.00
0.06 0.01 0.02
-0.01 0.01 -0.03
-0.30 0.12 -0.01
-0.04 -0.05 0.08
0.12 -0.01 -0.12
-0.01 -0.04 -0.01
-0.09 0.00 -0.12
0.00 0.00 0.04
-0.02 0.04 -0.02
-0.15 0.09 0.01
0.00 -0.01 0.00
-0.21 0.00 0.03
0.04 0.02 -0.02
0.00 0.01 0.01
0.05 0.02 0.02
0.01 0.01 -0.03
0.02 0.14 -0.04
0.07 -0.12 -0.05
-0.15 -0.01 -0.05
-0.03 0.01 0.02
-0.06 0.03 0.05
-0.05 -0.02 -0.04
0.10 -0.13 0.02
0.08 -0.08 0.02
-0.12 0.08 0.22
-0.06 0.02 0.05
-0.35 -0.33 -0.15
0.00 0.03 -0.02
0.02 -0.01 0.01
-0.08 -0.02 0.02
0.01 -0.01 -0.01
0.03 -0.01 -0.01
0.09 0.08 -0.26
-0.04 0.18 -0.23
0.10 0.07 -0.05
-0.05 -0.06 0.19
0.08 -0.07 0.08
0.06 0.02 -0.04
0.03 -0.03 0.01
0.03 0.10 0.07
0.05 -0.03 0.08
-0.05 -0.05 0.10
-0.03 0.00 -0.04
0.01 -0.13 0.01
-0.13 0.13 0.02
-0.02 -0.02 0.00
0.03 0.01 -0.02
-0.02 0.02 -0.01
-0.01 0.00 0.00
-0.01 0.02 -0.01
0.39 0.11 0.26
-0.01 0.00 0.02
0.13 -0.06 -0.02
0.03 -0.04 -0.01
0.01 0.00 -0.03
0.01 -0.02 0.02
0.01 0.00 -0.07
0.02 0.06 -0.06
0.07 0.07 0.03
0.30 0.05 0.04
0.16 -0.03 -0.10
-0.08 -0.03 -0.09
0.00 -0.03 0.03
0.03 0.08 0.02
-0.23 0.16 0.01
-0.07 -0.13 0.07
0.00 -0.03 0.01
0.02 0.12 -0.18
-0.06 0.02 0.01
0.04 0.12 -0.04
0.11 -0.03 0.09
0.02 0.06 -0.12
-0.02 -0.02 -0.01
-0.11 0.06 0.00
0.02 -0.01 -0.01
0.01 -0.02 -0.03
-0.03 -0.03 0.00
0.00 -0.01 -0.04
-0.16 -0.18 -0.24
-0.28 0.04 -0.18
0.02 -0.09 0.08
-0.01 0.00 0.00
-0.01 -0.03 0.00
0.09 -0.08 0.17
-0.01 0.01 0.02
-0.01 0.01 0.03
-0.09 0.05 0.06
0.02 -0.04 0.02
0.18 -0.12 0.31

These are the Löwdin partial charges, in e, on atoms 1 to 99: -0.041 0.077 0.030 0.086 0.029 0.087 0.133 0.371 -0.057 0.017 -0.265 0.089 0.085 -0.013 -0.263 0.083 0.112 0.101 0.080 0.062 -0.073 -0.042 -0.113 0.077 0.092 0.107 0.048 0.082 0.030 0.066 -0.429 0.063 -0.309 0.139 -0.092 -0.045 0.109 0.035 0.114 0.078 0.056 0.076 -0.263 0.041 -0.317 0.076 -0.050 -0.030 0.037 -0.092 0.048 -0.021 0.308 0.074 0.094 -0.734 0.106 0.046 0.032 -0.240 -0.014 -0.056 -0.015 0.029 0.087 -0.017 0.019 -0.002 0.083 -0.117 -0.074 0.081 0.072 0.086 0.082 0.119 0.771 0.103 0.042 0.058 0.115 0.103 0.090 -0.101 -0.029 -0.519 -0.640 -0.307 0.114 0.072 -0.111 0.088 0.123 -0.476 -0.024 -0.090 -0.335 -0.086 0.062

DFT (ωB97M-V with the def2-TZVPD basis set) results for a structure of composition C40H58CsN6O2P2S at a distorted geometry.

## Properties
calculated total energy = -85417.27681 eV
HOMO level = -3.283 eV
energy relative to the best compared isomer or geometry (same formula, charge and spin) = 0.0 kJ/mol
net charge = -1

Geometry (Å):
H (3.42640, 0.22031, 2.12472)
H (-1.21337, -3.51497, 1.59220)
H (-0.82868, 4.58346, -0.34007)
H (1.69365, -1.05586, 7.40204)
C (3.43303, 2.00200, -2.40939)
C (1.29867, -2.27165, 5.66675)
C (2.81159, -2.87553, 2.63458)
H (-5.10581, -1.43776, -1.33323)
C (-1.34185, -3.89733, 0.57703)
H (1.32237, 4.01995, -4.00042)
H (-0.08583, 2.04418, -4.51476)
C (-1.48044, 2.92283, -1.53360)
N (-1.79537, -1.48905, -2.02111)
H (5.82787, 0.87929, -3.14550)
H (-5.19720, 4.30468, -4.57452)
C (1.69979, -4.80386, 1.79380)
H (5.74780, -1.66619, 0.38513)
H (-0.20757, -4.05070, 3.38932)
H (5.39979, -0.74526, -2.58539)
H (6.87271, 0.32838, 0.56604)
N (-0.51479, -3.09440, -0.29106)
C (-6.42287, 1.94071, -2.48980)
H (2.29143, -5.49450, 2.42467)
H (-5.37484, 1.14674, -0.78982)
H (-3.53086, -0.89995, -3.12762)
C (-5.24200, 3.60559, -3.74585)
C (-0.37321, -3.43730, -1.69219)
H (-1.03167, -4.96058, 0.58327)
H (5.82935, -2.43561, -1.21613)
H (-3.21040, -0.05965, -1.60835)
Cs (-0.28045, 0.10688, 1.16768)
H (1.94896, -3.08048, 5.99718)
C (-0.24501, 2.60371, -3.59969)
C (4.99204, 0.19442, -2.95428)
H (3.30072, -2.69402, 1.67619)
H (0.18133, 0.76752, 6.63149)
H (-5.35770, 4.45312, -0.29535)
H (3.47925, -3.49548, 3.26218)
C (-2.94271, 4.65636, 2.76738)
C (-0.25646, -1.38135, 3.96381)
C (-6.37590, 2.82492, -3.55892)
H (0.72789, -5.26960, 1.61311)
H (0.60657, -3.07445, -2.00677)
C (0.77461, -3.66048, 3.66589)
C (0.32726, 4.41655, -2.13858)
C (-3.16217, -1.03410, -2.09323)
C (3.06641, -2.28449, -1.58404)
H (-1.12251, -0.75010, -2.12906)
N (3.97098, -1.55148, -0.71043)
C (-0.67279, 4.02361, -1.25422)
C (-2.67364, 3.80947, 1.69874)
H (5.08976, -0.29769, 2.46006)
P (3.67599, 0.07796, -0.53661)
C (6.11819, 1.06983, 0.27176)
C (-3.54101, 3.71161, 0.61167)
N (1.52621, -3.50608, 2.41125)
C (-2.83853, -3.88981, 0.24263)
C (-1.58387, 2.84543, 1.35375)
H (-1.00708, 0.57021, 4.52188)
H (-5.82363, 5.99357, 1.58413)
H (2.65945, -1.92221, 3.13851)
H (-2.26625, 4.70477, 3.61439)
H (-3.28905, 4.12054, -3.04117)
H (-4.30806, -2.89194, -1.88624)
H (4.93538, -3.20998, 0.10125)
H (2.21905, -4.70173, 0.83693)
H (6.22180, 1.26794, -0.79385)
H (2.91714, 1.87212, -3.36599)
N (4.06165, 0.75443, -2.00243)
N (4.77376, 0.63388, 0.57488)
H (2.75541, -3.22129, -1.11271)
H (-1.02340, -2.67390, -3.63039)
C (0.54412, 3.71078, -3.31188)
H (-0.37174, -4.52303, -1.87785)
H (-1.89858, 1.39142, -2.97701)
C (0.60317, -2.38106, 4.45881)
C (-4.14063, -1.94540, -1.36907)
H (2.69299, 2.30122, -1.67020)
C (-1.25159, 2.22371, -2.72272)
S (-3.69821, -2.28437, 0.35751)
H (-7.21543, 2.90721, -4.23937)
H (6.33536, 1.99361, 0.81547)
C (-4.18318, 2.60935, -1.79667)
H (4.17516, 2.80201, -2.52441)
C (-4.67901, 4.50517, 0.54763)
C (0.31338, -0.12681, 6.02684)
C (-4.16304, 3.49797, -2.87414)
C (1.15982, -1.13913, 6.46187)
H (-3.01361, -4.30034, -0.75493)
C (5.18470, -2.24354, -0.34659)
C (-5.33530, 1.83872, -1.62877)
C (-4.93834, 5.36763, 1.60906)
H (-4.31702, 6.12783, 3.51626)
H (0.35497, -2.84656, 0.15723)
H (3.52846, -2.52309, -2.55136)
H (4.49593, 0.00371, -3.91265)
H (-2.33661, -3.34976, -2.69754)
H (2.17724, -1.67940, -1.75844)
H (0.93775, 5.28250, -1.90725)
H (4.65997, 1.42300, 2.51920)
C (-1.43526, -2.74201, -2.61346)
H (1.27425, -4.42012, 4.29666)
O (-0.56642, 2.66308, 2.00692)
C (-0.36026, -0.26179, 4.81308)
H (-7.30397, 1.32862, -2.32861)
H (-3.33438, -4.56045, 0.94560)
O (2.29306, 0.38489, -0.14658)
P (-2.83412, 2.34405, -0.42100)
C (-4.08435, 5.44192, 2.70933)
C (4.47342, 0.48223, 1.99555)

Atomic forces in eV per Å
-0.01 0.02 0.01
0.05 0.05 -0.04
0.00 0.01 0.00
0.01 0.01 0.01
0.04 -0.01 0.03
-0.04 0.00 -0.01
-0.06 0.02 -0.02
-0.04 -0.01 -0.03
-0.17 0.11 -0.13
0.00 0.00 0.01
0.00 0.00 0.00
0.04 0.08 -0.07
-0.45 0.31 -0.27
0.01 -0.01 0.01
-0.01 -0.01 0.01
0.02 -0.01 -0.01
-0.03 -0.02 -0.03
-0.01 -0.02 0.09
0.00 0.02 -0.02
0.01 -0.01 -0.01
0.09 -0.16 -0.14
0.04 -0.03 0.05
0.01 0.03 0.01
-0.01 -0.01 -0.01
-0.03 0.00 0.00
0.05 0.01 0.01
-0.13 0.18 0.07
-0.11 0.01 -0.05
0.02 -0.01 0.02
0.05 0.04 -0.01
-0.24 -0.97 -0.24
0.01 0.01 0.00
-0.06 -0.04 0.04
-0.02 0.02 0.03
0.04 0.01 -0.04
0.00 -0.03 0.00
0.01 -0.01 0.00
0.01 0.01 0.01
0.10 -0.09 -0.03
-0.06 -0.04 -0.08
-0.01 0.02 0.00
0.13 0.05 0.03
-0.05 -0.05 -0.04
0.03 0.10 0.03
0.01 0.05 0.05
0.10 0.01 -0.29
0.10 0.06 0.13
0.10 0.07 -0.07
-0.19 0.11 -0.13
-0.01 -0.14 -0.08
-0.31 0.31 0.05
-0.01 0.00 -0.03
0.74 0.00 -0.14
-0.08 -0.02 0.00
0.27 -0.01 0.21
0.02 -0.07 -0.01
0.14 0.05 -0.10
0.19 0.02 -0.04
0.04 -0.02 0.00
0.00 -0.01 0.00
0.04 -0.01 0.00
-0.01 0.00 -0.03
-0.02 -0.01 0.01
0.03 -0.03 0.03
0.03 0.00 0.02
-0.01 0.00 -0.04
0.01 0.00 0.02
0.01 0.00 0.03
-0.11 -0.02 0.06
-0.13 -0.06 0.10
0.01 0.00 0.03
0.03 0.04 -0.06
0.01 0.00 -0.01
-0.07 -0.05 0.03
0.00 -0.03 -0.01
-0.01 -0.04 0.13
-0.02 0.03 0.19
0.01 0.00 -0.03
0.08 0.09 0.00
0.06 -0.15 0.03
0.01 0.00 0.00
0.01 0.02 -0.02
-0.04 -0.05 -0.01
-0.01 -0.02 0.02
-0.05 0.08 0.06
0.03 -0.01 0.00
-0.08 -0.04 0.00
-0.03 -0.02 -0.06
-0.03 0.05 0.01
-0.03 0.01 0.01
0.00 0.05 -0.09
0.01 -0.05 -0.11
0.01 -0.01 0.00
0.03 -0.19 0.07
0.02 0.02 0.01
0.01 -0.01 0.00
0.02 -0.07 0.08
0.03 -0.03 -0.01
-0.01 -0.02 0.00
-0.01 0.01 -0.01
0.32 -0.16 0.67
0.03 -0.05 -0.01
-0.13 0.86 0.43
0.04 0.01 -0.05
0.01 0.01 -0.01
0.00 -0.02 0.02
-0.21 -0.07 -0.02
-0.21 -0.11 -0.19
-0.02 0.05 0.06
0.06 -0.02 -0.10

These are the Löwdin partial charges, in e, on atoms 1 to 99: 0.070 0.092 0.105 0.078 -0.094 -0.104 -0.095 0.058 -0.297 0.094 0.097 -0.360 -0.081 0.079 0.091 -0.126 0.067 0.100 0.061 0.077 -0.081 -0.106 0.084 0.093 0.118 -0.105 -0.193 0.099 0.077 0.042 0.993 0.088 -0.096 -0.117 0.055 0.081 0.098 0.092 -0.028 -0.189 -0.121 0.062 0.074 -0.201 -0.091 -0.313 -0.104 0.094 -0.302 -0.070 -0.241 0.085 0.497 -0.108 -0.282 -0.249 -0.456 -0.501 0.062 0.093 0.077 0.111 0.100 0.063 0.080 0.069 0.066 0.079 -0.302 -0.304 0.075 0.106 -0.130 0.112 0.092 -0.329 -0.480 0.074 -0.112 0.868 0.088 0.085 -0.357 0.085 -0.062 -0.142 -0.101 -0.141 0.063 -0.112 -0.138 -0.095 0.091 0.060 0.087 0.086 0.094 0.071 0.098